Entry 1:
ORCA calculation (wB97M-V/def2-TZVPD) on a 4-piece molecular cluster, C26H54F3N2O4PS4 overall.

XYZ file:
```
94
Properties=species:S:1:pos:R:3:lowdin_charge:R:1
C -5.6763 -5.3528 2.8108 -0.05
C -4.5794 -4.3992 2.2682 -0.23
N -4.9449 -3.8697 0.9554 -0.24
C -4.9141 -4.8246 -0.1483 -0.25
C -3.7767 -5.8523 -0.1380 -0.08
C -4.4361 -2.6337 0.6752 -1.07
S -3.2316 -2.2651 -0.3626 0.75
S -5.2561 -1.3713 1.6075 0.94
C -4.2272 0.1055 1.4717 -0.50
C -2.8978 0.0768 2.2523 -0.30
C -1.7271 0.4288 1.3097 -0.36
P -0.1113 0.7098 2.1835 1.10
C 0.5399 2.3860 1.7110 -0.36
C 1.8296 2.2812 0.9098 -0.33
C 3.0563 2.0697 1.8177 -0.53
S 4.5079 2.9865 1.3091 0.95
C 5.4502 1.9035 0.2905 -1.10
S 5.0428 0.3330 0.1235 0.72
N 6.5008 2.5682 -0.3275 -0.22
C 7.7894 1.8841 -0.2245 -0.17
C 8.6983 2.2639 -1.3922 -0.19
O 8.1577 1.9437 -2.6643 -0.12
C 6.7446 1.9614 -2.6839 -0.19
C 6.1927 2.9790 -1.7108 -0.14
C -0.4247 0.8661 4.0228 -0.83
F -1.1848 1.9214 4.3768 0.08
F 0.7516 1.0752 4.6049 0.09
F -0.9505 -0.2042 4.5532 0.13
H -5.3266 -6.3722 2.9068 0.07
H -6.5095 -5.2765 2.1239 0.07
H -6.0470 -4.9613 3.7491 0.07
H -3.5820 -4.8350 2.3160 0.11
H -4.5694 -3.5571 2.9471 0.08
H -5.8535 -5.3737 -0.1681 0.11
H -4.8777 -4.2965 -1.0899 0.08
H -4.0817 -6.6900 0.4893 0.07
H -3.6571 -6.2760 -1.1257 0.07
H -2.8432 -5.4880 0.2718 0.07
H -4.1109 0.3410 0.4175 0.04
H -4.8411 0.8962 1.8910 0.06
H -2.7568 -0.8787 2.7445 0.10
H -2.9423 0.8524 3.0101 0.09
H -1.5591 -0.4192 0.6619 0.01
H -2.0297 1.2974 0.7279 0.07
H 0.6735 2.9815 2.6106 0.08
H -0.2256 2.8495 1.0914 0.07
H 1.7786 1.4654 0.1966 0.09
H 1.9635 3.2149 0.3685 0.09
H 2.7986 2.4557 2.8003 0.07
H 3.2334 1.0079 1.9496 0.04
H 7.7179 0.7959 -0.2157 0.08
H 8.3078 2.2012 0.6766 0.13
H 9.6296 1.7158 -1.3036 0.12
H 8.9468 3.3269 -1.3261 0.12
H 6.4042 2.2352 -3.6800 0.13
H 6.3527 0.9701 -2.4481 0.10
H 6.6730 3.9425 -1.8628 0.13
H 5.1316 3.1471 -1.8467 0.12
C -5.8429 4.7621 -0.3919 -0.06
C -5.1431 3.5542 0.2109 -0.49
C -4.1507 3.9691 1.2877 -0.05
O -4.4678 2.8223 -0.8134 -0.07
H -5.1174 5.4298 -0.8647 0.08
H -6.5458 4.4500 -1.1651 0.08
H -6.3875 5.3245 0.3678 0.08
H -5.8850 2.8766 0.6371 0.14
H -3.3732 4.6123 0.8661 0.08
H -3.6512 3.0939 1.7085 0.06
H -4.6453 4.5089 2.0964 0.09
H -3.8048 3.4042 -1.2053 0.10
C 9.7687 -1.9924 -0.6900 -0.06
C 8.7383 -3.0474 -0.3145 -0.50
C 7.7238 -3.2479 -1.4304 -0.06
O 8.0685 -2.6664 0.8853 -0.06
H 9.2831 -1.0270 -0.8628 0.06
H 10.4859 -1.8534 0.1202 0.08
H 10.3128 -2.2721 -1.5936 0.08
H 9.2418 -3.9915 -0.1020 0.14
H 7.1779 -2.3196 -1.6233 0.07
H 6.9883 -4.0015 -1.1467 0.08
H 8.2086 -3.5642 -2.3556 0.08
H 7.6161 -1.8320 0.7136 0.06
C -4.6624 0.1103 -2.5163 -0.09
C -5.1202 0.4304 -3.9296 -0.49
C -6.6380 0.4225 -4.0319 -0.06
O -4.5705 -0.5159 -4.8483 -0.06
H -4.9960 -0.8877 -2.2186 0.05
H -3.5732 0.1128 -2.4554 0.08
H -5.0508 0.8336 -1.8027 0.05
H -4.7390 1.4087 -4.2267 0.14
H -7.0343 -0.5657 -3.7814 0.08
H -6.9547 0.6482 -5.0513 0.08
H -7.0836 1.1557 -3.3573 0.08
H -4.8972 -1.3888 -4.6000 0.08
```

The value obtained for the orbital gap is 0.3075 Ha. The HOMO energy is -8.522 eV.


Entry 2:
ORCA calculation (wB97M-V/def2-TZVPD) on a 11-piece molecular cluster, C87H187N9O11 overall.

XYZ file:
```
294
Properties=species:S:1:pos:R:3:lowdin_charge:R:1
C -31.5405 6.0557 -13.6223 -0.05
C -30.6484 6.1715 -12.3882 -0.52
C -31.5912 6.0792 -11.1302 -0.02
C -29.7237 4.9181 -12.4583 -0.12
C -28.5425 5.0014 -11.5067 -0.16
C -27.8982 6.3791 -11.6721 -0.10
C -28.8327 7.6103 -11.5395 -0.55
C -29.2750 7.7763 -10.0989 -0.03
C -28.1152 8.8681 -11.9043 -0.04
N -29.8969 7.4105 -12.4931 -0.06
O -30.9172 8.4756 -12.3151 -0.04
H -31.0501 6.4353 -14.5398 0.10
H -31.8980 5.0733 -13.7773 0.06
H -32.4421 6.6605 -13.3827 0.09
H -32.2431 5.2972 -11.4069 0.06
H -31.0487 5.8696 -10.2289 0.05
H -32.2945 6.9524 -11.0141 0.10
H -30.3899 4.0416 -12.5379 0.12
H -29.3889 5.0634 -13.5118 0.12
H -29.0035 4.9071 -10.5191 0.09
H -27.8383 4.2042 -11.4806 0.09
H -27.4309 6.4547 -12.6362 0.12
H -27.1027 6.4755 -10.8894 0.11
H -30.2842 8.2273 -9.9685 0.08
H -28.5475 8.2760 -9.4542 0.07
H -29.3101 6.7616 -9.6336 0.07
H -27.1090 8.9484 -11.4820 0.07
H -28.7306 9.6901 -11.4972 0.09
H -28.1355 8.9943 -13.0590 0.12
H -30.8628 8.8564 -13.2246 0.12
C -34.3591 0.7501 -9.0988 -0.02
C -33.3466 -0.2494 -9.8121 -0.47
C -33.9404 -1.6194 -10.1775 -0.04
C -32.9014 0.4950 -11.1461 -0.12
C -31.5564 0.0094 -11.6873 -0.17
C -30.4920 -0.1479 -10.5739 -0.14
C -30.9601 -1.0056 -9.3913 -0.49
C -31.0222 -2.5956 -9.7567 0.00
C -29.9131 -0.8519 -8.3300 -0.05
N -32.2133 -0.3508 -8.9207 -0.09
O -32.5936 -0.9562 -7.6647 -0.02
H -34.9670 0.1996 -8.3559 0.08
H -33.8230 1.5360 -8.5153 0.08
H -35.0480 1.1989 -9.8435 0.09
H -35.0397 -1.6322 -10.3677 0.10
H -33.5050 -2.0973 -11.0365 0.06
H -33.8728 -2.3502 -9.4043 0.06
H -33.6769 0.3103 -11.9287 0.13
H -33.0314 1.5260 -10.9342 0.09
H -31.7095 -1.0030 -12.1413 0.11
H -31.1293 0.6236 -12.4698 0.10
H -30.2885 0.8615 -10.1890 0.11
H -29.5934 -0.5260 -11.0662 0.12
H -31.5310 -3.0853 -8.9626 0.06
H -29.9967 -2.9518 -9.9455 0.08
H -31.6008 -2.7683 -10.7009 0.06
H -30.3120 -1.3070 -7.4697 0.05
H -29.6759 0.2493 -8.2014 0.08
H -28.9805 -1.4024 -8.7464 0.12
H -32.7812 -0.2015 -7.1409 0.04
C -31.5415 3.7780 4.2927 -0.04
C -30.3826 3.9511 3.2558 -0.50
C -30.2968 5.3908 2.8168 -0.03
C -29.0568 3.5582 3.9850 -0.12
C -27.8854 3.2193 3.0305 -0.18
C -28.3287 2.2806 1.8923 -0.14
C -29.5831 2.7745 1.1563 -0.45
C -29.3033 3.9515 0.1813 -0.03
C -30.1158 1.5834 0.2257 -0.04
N -30.6615 2.9509 2.1982 -0.09
O -31.8662 3.2694 1.5079 -0.06
H -32.5404 3.7136 3.8399 0.08
H -31.4911 2.8859 4.9169 0.08
H -31.7157 4.6205 4.9612 0.07
H -30.9579 5.7050 2.0248 0.05
H -30.6148 5.9581 3.7025 0.09
H -29.2544 5.6458 2.4478 0.08
H -28.7668 4.4422 4.6255 0.14
H -29.1429 2.6152 4.5314 0.11
H -27.4098 4.1402 2.5831 0.10
H -27.1804 2.7105 3.6766 0.10
H -28.5272 1.2795 2.2810 0.12
H -27.5392 2.1729 1.1034 0.13
H -28.7812 3.7256 -0.7337 0.07
H -28.7071 4.7823 0.5848 0.06
H -30.2568 4.2410 -0.2266 0.06
H -30.5313 0.7442 0.7369 0.06
H -29.1929 1.2216 -0.2825 0.09
H -30.8543 1.8455 -0.5367 0.07
H -32.3054 2.3811 1.3177 0.13
C -24.6236 6.3388 0.3681 -0.02
C -25.7630 7.4325 0.3441 -0.49
C -26.5903 7.0639 -0.8585 -0.05
C -26.6098 7.2743 1.6567 -0.12
C -25.9981 7.9865 2.9033 -0.19
C -25.6171 9.4059 2.5765 -0.15
C -24.6980 9.5538 1.3633 -0.55
C -24.7316 11.0129 0.9310 -0.04
C -23.2784 9.1444 1.6674 -0.03
N -25.3154 8.8379 0.2187 -0.09
O -24.4086 8.9001 -0.8552 -0.02
H -23.8388 6.4283 -0.4061 0.09
H -24.2068 6.1982 1.3677 0.07
H -25.1818 5.4134 0.1777 0.07
H -27.0338 6.1214 -0.5922 0.06
H -27.4760 7.6942 -0.9283 0.08
H -26.1023 6.9049 -1.7915 0.07
H -27.6204 7.6961 1.5128 0.11
H -26.6778 6.1634 1.7543 0.10
H -26.7855 7.8389 3.6428 0.10
H -25.1616 7.3874 3.3240 0.11
H -25.0938 9.8976 3.4607 0.14
H -26.6136 9.9600 2.4868 0.14
H -23.9754 11.1173 0.1344 0.09
H -24.4611 11.6424 1.8004 0.10
H -25.7184 11.1206 0.5616 0.07
H -22.8478 10.0141 2.2022 0.09
H -22.6270 8.9839 0.8137 0.09
H -23.2109 8.3576 2.3873 0.07
H -24.6543 9.7102 -1.2382 0.07
C -28.2480 11.3780 -7.4508 -0.02
C -29.6837 11.4580 -6.8917 -0.48
C -29.5938 11.2787 -5.3555 -0.02
C -30.3175 12.7442 -7.2854 -0.13
C -31.8587 12.7459 -6.9879 -0.14
C -32.5530 11.5620 -7.7314 -0.11
C -31.9185 10.2027 -7.3642 -0.53
C -32.3267 9.8633 -5.9121 -0.05
C -32.3909 9.0253 -8.2162 -0.02
N -30.4830 10.3288 -7.5012 -0.06
O -29.9611 9.1382 -6.9408 -0.08
H -27.7175 12.2957 -7.1290 0.10
H -27.6875 10.4829 -7.1746 0.06
H -28.2028 11.4010 -8.5411 0.08
H -30.5482 11.2620 -4.8516 0.05
H -29.0643 10.4294 -5.0168 0.06
H -29.1334 12.1484 -4.9037 0.09
H -29.8901 13.5921 -6.8312 0.11
H -30.2545 12.7785 -8.3640 0.12
H -32.0591 12.6050 -5.9265 0.09
H -32.3279 13.6885 -7.3085 0.11
H -32.4650 11.7696 -8.8015 0.11
H -33.6434 11.4156 -7.4379 0.14
H -33.3904 9.5584 -5.8583 0.10
H -32.1766 10.7589 -5.3072 0.05
H -31.7846 9.0095 -5.5310 0.05
H -33.4891 8.8186 -8.0802 0.11
H -31.8411 8.0914 -7.9625 0.07
H -32.1536 9.2537 -9.2297 0.06
H -29.5704 8.6858 -7.7078 0.07
C -23.1077 7.8552 -8.4693 -0.01
C -24.5018 8.6139 -8.3556 -0.52
C -24.3885 9.9204 -9.1533 -0.03
C -25.6534 7.8589 -9.0237 -0.15
C -26.0976 6.5894 -8.2266 -0.13
C -26.4699 7.1323 -6.8218 -0.12
C -25.2893 7.8596 -6.0388 -0.40
C -25.9703 8.5435 -4.8035 -0.01
C -24.0992 6.8831 -5.6243 0.01
N -24.8890 8.9222 -7.0085 -0.12
O -23.9802 9.8302 -6.4162 -0.03
H -22.4112 8.4719 -7.9176 0.06
H -23.0498 6.8556 -8.0074 0.07
H -22.7526 7.7712 -9.5122 0.09
H -23.4117 10.3765 -8.9557 0.08
H -24.5065 9.6896 -10.2218 0.09
H -25.1386 10.6537 -8.7964 0.09
H -26.4291 8.6003 -9.2695 0.10
H -25.2795 7.4522 -9.9605 0.11
H -27.0151 6.1854 -8.7117 0.09
H -25.3353 5.8471 -8.1136 0.07
H -26.9935 6.3357 -6.2600 0.09
H -27.2829 7.8344 -6.9810 0.09
H -26.5943 7.7250 -4.3319 0.08
H -26.6610 9.3190 -5.1330 0.07
H -25.2288 8.8839 -4.0989 0.07
H -24.1110 6.5461 -4.5973 0.07
H -23.1393 7.4026 -5.7884 0.07
H -24.0788 5.9971 -6.2103 0.04
H -23.1383 9.2974 -6.2512 0.10
C -33.7947 9.2331 -2.7604 -0.04
C -34.0483 9.2264 -1.2251 -0.49
C -35.1289 10.3697 -1.0519 -0.04
C -34.5925 7.8791 -0.6784 -0.12
C -33.5103 6.7579 -0.6331 -0.17
C -32.2829 7.2718 0.1052 -0.15
C -31.7117 8.6173 -0.3278 -0.49
C -30.8454 9.2464 0.8339 -0.01
C -30.8080 8.4898 -1.5591 -0.02
N -32.8396 9.5632 -0.4576 -0.12
O -32.4939 10.9001 -0.7194 -0.02
H -32.8631 8.6789 -2.9772 0.05
H -34.6219 8.7341 -3.2885 0.09
H -33.6848 10.2245 -3.2382 0.08
H -36.1054 10.0250 -1.4450 0.09
H -35.3320 10.5444 -0.0163 0.07
H -34.8683 11.3512 -1.4570 0.07
H -34.8215 8.0479 0.4298 0.14
H -35.5231 7.5905 -1.2483 0.13
H -33.9753 5.8977 -0.0828 0.12
H -33.3085 6.4101 -1.6457 0.10
H -31.3979 6.6479 -0.0809 0.11
H -32.5315 7.2684 1.1543 0.11
H -30.2796 10.1364 0.5529 0.08
H -30.2199 8.4502 1.1754 0.05
H -31.5481 9.5079 1.6868 0.11
H -30.3327 9.4578 -1.7491 0.09
H -31.2351 8.0820 -2.5048 0.05
H -29.9186 8.0140 -1.2258 0.05
H -32.2579 11.0130 -1.6415 0.08
C -31.3191 6.5361 -4.9441 -0.01
C -30.2465 5.4107 -4.9196 -0.46
C -28.8905 6.0164 -4.5446 -0.02
C -30.5180 4.3063 -3.8985 -0.13
C -31.8430 3.5547 -4.1555 -0.17
C -31.6610 2.8398 -5.4790 -0.13
C -31.3164 3.8553 -6.6974 -0.38
C -30.8455 2.8714 -7.9032 -0.01
C -32.6124 4.6274 -7.0760 -0.01
N -30.1308 4.6366 -6.2033 -0.10
O -29.8186 5.4882 -7.2986 -0.05
H -31.1596 7.0975 -4.0285 0.06
H -32.3655 6.4174 -5.0451 0.07
H -31.0426 7.2572 -5.7261 0.05
H -28.1654 5.2910 -4.9288 0.06
H -28.7913 6.0740 -3.4020 0.12
H -28.6149 6.9815 -4.9616 0.06
H -29.7222 3.5538 -4.0743 0.10
H -30.4315 4.6479 -2.8683 0.11
H -32.6501 4.2801 -4.0972 0.10
H -32.0101 2.7805 -3.3777 0.10
H -32.5296 2.2250 -5.8388 0.10
H -30.8721 2.0683 -5.4352 0.11
H -31.3841 1.9202 -7.9539 0.06
H -30.7378 3.3868 -8.8126 0.05
H -29.7920 2.5775 -7.8092 0.04
H -33.2130 4.7664 -6.1942 0.06
H -32.3886 5.5590 -7.5831 0.07
H -33.0811 3.9999 -7.7984 0.07
H -30.2083 6.3958 -7.1281 0.09
C -25.2073 3.0791 -7.1498 -0.02
C -26.5152 2.3305 -7.5090 -0.46
C -27.3699 3.0517 -8.6148 -0.03
C -26.1458 0.9619 -8.0955 -0.14
C -25.4719 0.0775 -7.0331 -0.16
C -26.4334 -0.1316 -5.8616 -0.13
C -26.9520 1.1916 -5.2535 -0.50
C -28.1893 0.7678 -4.3955 -0.05
C -25.9470 1.7261 -4.2688 -0.04
N -27.4477 2.0491 -6.3503 -0.02
O -27.5878 3.3302 -5.6628 -0.11
H -24.3746 2.4120 -6.8872 0.07
H -24.9046 3.7320 -7.9704 0.07
H -25.3665 3.6884 -6.2914 0.06
H -26.7533 3.2088 -9.5229 0.09
H -28.1573 2.3643 -8.9287 0.06
H -27.7267 4.0299 -8.3238 0.06
H -27.0038 0.5661 -8.6001 0.10
H -25.3562 1.1630 -8.8471 0.13
H -25.3166 -0.8451 -7.5066 0.09
H -24.4967 0.4950 -6.7246 0.11
H -25.9693 -0.8195 -5.1700 0.12
H -27.2546 -0.7298 -6.1972 0.10
H -28.6582 1.5992 -3.8584 0.07
H -27.8448 0.0397 -3.6507 0.08
H -29.0161 0.3125 -4.9521 0.07
H -24.9303 1.6262 -4.6432 0.07
H -25.9901 1.0731 -3.3672 0.10
H -26.0361 2.7717 -3.9501 0.09
H -28.5756 3.5594 -5.7617 0.08
C -31.8864 -1.3439 -1.0839 -0.07
C -31.7032 -2.1882 -2.3345 -0.50
C -30.8275 -1.5175 -3.3459 -0.07
O -31.1875 -3.4915 -1.9344 -0.06
H -32.1669 -0.3065 -1.3255 0.07
H -30.9194 -1.3531 -0.5761 0.07
H -32.6047 -1.8345 -0.3954 0.09
H -32.6762 -2.3737 -2.7803 0.12
H -29.7884 -1.3800 -3.0440 0.07
H -31.2743 -0.5418 -3.5306 0.07
H -30.7953 -2.1393 -4.2924 0.11
H -30.3432 -3.3439 -1.4770 0.09
C -35.3575 2.2449 -4.7438 -0.03
C -34.5988 0.9943 -4.3194 -0.51
C -35.2731 0.0852 -3.2283 -0.03
O -34.3439 0.3023 -5.4963 -0.06
H -36.3103 1.9655 -5.0739 0.06
H -34.7654 2.7954 -5.4518 0.06
H -35.4425 2.8378 -3.8166 0.09
H -33.6203 1.3346 -3.7872 0.13
H -34.6591 -0.7499 -2.9628 0.04
H -36.1979 -0.3623 -3.7178 0.10
H -35.5411 0.6414 -2.3361 0.07
H -33.9276 -0.5741 -5.3778 0.11
```

The value obtained for the orbital gap is 0.3173 Ha. The HOMO energy is -8.317 eV. As for the SMILES: CC1(C)CCCC(C)(C)N1O.CC1(C)CCCC(C)(C)N1O.CC1(C)CCCC(C)(C)N1O.CC1(C)CCCC(C)(C)N1O.CC1(C)CCCC(C)(C)N1O.CC1(C)CCCC(C)(C)N1O.CC1(C)CCCC(C)(C)N1O.CC1(C)CCCC(C)(C)N1O.CC1(C)CCCC(C)(C)N1O.CC(C)O.CC(C)O. The relative energy (zero: lowest compared OMol25 entry of this formula, charge and spin) comes out at 62.3 kcal per mole.


Entry 3:
ORCA calculation (wB97M-V/def2-TZVPD) on C8H16N2PRuS as an isolated structure.

XYZ file:
```
29
Properties=species:S:1:pos:R:3:nbo_charge:R:1
C -0.4550 -0.3061 -3.2923 -0.57
C -0.6649 0.4758 -4.4226 -0.21
C -0.3985 1.8508 -4.4931 -0.23
C 0.1904 2.5836 -3.4556 -0.24
C 0.6042 2.0433 -2.2290 -0.40
Ru -0.0556 0.4335 -1.5537 0.70
P 0.2169 -1.7501 -0.8638 0.17
H -0.6379 -1.3910 -3.4123 0.18
H -1.0504 -0.0239 -5.3174 0.20
H -0.6280 2.3780 -5.4250 0.21
H 1.1561 2.7920 -1.6235 0.21
H 0.3741 3.6536 -3.5991 0.21
H 1.4401 -2.1152 -0.2347 0.05
H 0.1710 -2.7728 -1.8520 0.02
H -0.7587 -2.3186 0.0213 0.03
C 1.0378 0.0654 4.2409 -0.42
N 1.2237 0.0692 2.7827 -0.65
C 0.1720 0.2457 1.9409 0.05
S 0.3370 1.3326 0.6235 -0.22
N -0.9955 -0.3821 2.1609 -0.64
C -1.1364 -1.6203 2.9311 -0.42
H -0.0174 -0.0535 4.5051 0.21
H 1.4269 1.0068 4.6505 0.19
H 1.6311 -0.7537 4.6647 0.19
H 2.0503 0.5971 2.4861 0.40
H -1.6803 -0.2493 1.4138 0.39
H -1.8765 -1.4781 3.7306 0.19
H -1.5055 -2.4072 2.2641 0.18
H -0.1706 -1.9056 3.3579 0.22
```

The value obtained for the orbital gap (spin up / spin down) is 0.1719 / 0.2376 Ha. Its multiplicity is 6. The HOMO energy (spin up / spin down) is -4.051 / -8.207 eV. The expectation value of S² is 8.776. The relative energy (zero: lowest compared OMol25 entry of this formula, charge and spin) comes out at 21.5 kcal per mole.


Values for calculated total energy, eV, ordered as above
-99788.56874 -129171.85409 -34233.79591
Values for max |F|, hartree/bohr, ordered as above
0.037 0.059 0.072
Values for molecular weight, g mol⁻¹, ordered as above
674.96 1535.50 304.34